Below is a structure of composition C18H36FMgO18 at a distorted geometry, with properties calculated with ωB97M-V with the def2-TZVPD basis set.

Results
⟨S²⟩: 0.751
Highest occupied orbital energy (alpha / beta): -2.5 / -10.4 eV
Spin multiplicity: 2
Electronic energy: -64266.19554 eV
Total charge: 0
LUMO level (alpha / beta): 0.55 / 0.44 eV
Gap between HOMO and LUMO (alpha / beta): 3.0623 / 10.8201 eV

XYZ file:
```
74
Properties=species:S:1:pos:R:3:forces:R:3
Mg 2.713 25.109 -3.718 0.158 -0.370 0.796
F 3.383 25.251 -1.923 0.106 0.170 -0.294
C -0.017 26.097 4.372 -1.867 0.843 1.694
O 0.900 25.855 3.401 2.177 -0.481 -2.498
C 1.732 26.819 2.987 -0.034 2.774 1.077
O 1.856 27.922 3.558 -0.153 -3.007 -1.693
O 2.332 26.425 1.844 0.052 0.845 0.539
C 3.137 27.458 1.205 0.662 0.202 0.024
H 0.397 25.980 5.374 -0.040 -0.329 0.016
H -0.850 25.427 4.161 0.145 -0.229 0.423
H -0.443 27.100 4.350 0.261 0.227 -0.267
H 2.561 28.344 0.939 -0.321 -0.279 0.081
H 3.629 27.053 0.320 -0.630 -0.509 -0.046
H 3.969 27.797 1.821 -0.282 -0.163 0.525
C 4.017 27.608 -6.929 -2.911 -0.013 -0.020
O 5.212 27.175 -6.432 2.333 -0.997 1.109
C 5.277 26.346 -5.403 -1.280 -0.190 2.425
O 4.324 25.912 -4.675 3.113 1.801 -2.903
O 6.580 26.161 -5.132 -1.019 -0.629 0.489
C 6.848 25.416 -3.896 0.923 0.127 -0.575
H 4.131 28.491 -7.558 0.405 -0.369 -0.092
H 3.335 27.868 -6.119 -0.037 0.149 0.169
H 3.530 26.764 -7.417 -0.127 0.254 -0.511
H 6.606 24.362 -4.033 -0.918 0.264 0.376
H 6.473 25.983 -3.044 -0.524 -0.582 -0.079
H 7.929 25.359 -3.765 0.129 0.588 -0.431
C -0.983 26.850 -2.611 -0.339 -0.562 -0.789
O -0.001 27.766 -2.142 1.081 0.086 -0.026
C 1.238 27.722 -2.640 0.865 -1.728 -1.381
O 1.730 26.964 -3.517 -2.022 1.428 1.688
O 1.962 28.637 -2.050 -0.085 0.675 0.412
C 3.336 28.679 -2.393 1.568 0.253 -0.769
H -1.048 26.946 -3.695 -0.078 -0.200 0.002
H -1.949 27.091 -2.169 0.318 0.418 0.106
H -0.759 25.816 -2.350 0.339 0.163 -0.049
H 3.804 27.695 -2.360 -0.185 -0.050 0.361
H 3.882 29.419 -1.808 -0.584 -0.324 0.866
H 3.555 29.084 -3.381 -0.810 -0.255 -0.511
C 6.407 23.508 -0.963 -1.137 0.118 0.420
O 7.604 23.251 -1.626 1.705 -0.996 -0.527
C 8.683 23.995 -1.405 -1.015 3.428 0.938
O 8.680 25.081 -0.811 0.153 -2.174 -0.567
O 9.684 23.497 -2.077 1.063 -1.316 -0.826
C 11.034 23.903 -1.889 0.799 1.223 0.404
H 5.879 22.556 -0.906 0.167 -0.009 -0.064
H 5.805 24.176 -1.580 -0.194 0.293 0.423
H 6.557 23.849 0.061 0.041 0.367 -0.204
H 11.699 23.054 -1.729 -0.538 -0.212 0.219
H 11.149 24.649 -1.102 -0.378 -0.399 0.475
H 11.476 24.450 -2.722 -0.704 -0.240 -0.677
C 1.131 24.078 0.027 0.647 2.292 1.155
O 0.405 23.214 -0.776 -1.066 -0.974 3.424
C 0.522 23.282 -2.002 1.300 -1.888 -6.104
O 1.033 24.148 -2.709 -0.880 -0.519 0.731
O 0.101 22.064 -2.495 0.043 0.011 0.093
C 0.297 21.721 -3.880 -0.396 1.231 -0.876
H 2.148 23.743 0.232 -0.188 -0.430 -0.037
H 0.556 24.219 0.942 0.251 -0.096 -0.030
H 1.263 25.035 -0.477 -0.047 0.055 0.064
H -0.344 22.359 -4.488 0.328 0.441 -0.083
H -0.043 20.735 -4.197 0.009 -0.368 1.263
H 1.331 21.832 -4.207 0.006 0.232 0.214
C 5.021 22.395 -6.369 -0.694 0.133 -1.376
O 4.838 21.607 -5.236 -0.378 -0.091 2.553
C 4.339 22.182 -4.095 -1.146 2.098 -2.301
O 3.903 23.354 -4.064 0.976 -2.305 0.303
O 4.193 21.234 -3.230 0.508 -1.331 0.336
C 3.692 21.338 -1.911 -0.270 -0.119 0.588
H 5.371 21.685 -7.119 0.812 0.293 0.123
H 5.643 23.271 -6.185 0.195 -0.158 -0.157
H 4.074 22.694 -6.818 -0.235 0.476 0.501
H 3.813 22.343 -1.504 -0.393 0.026 -0.143
H 4.215 20.613 -1.288 0.623 0.205 -0.200
H 2.684 20.925 -1.870 -0.351 0.705 -0.296
```
Forces are in eV/Å.